{
  "formula": "C19H27N12OPd",
  "method": "ωB97M-V/def2-TZVPD",
  "symbols": ["Pd", "N", "C", "N", "N", "N", "N", "C", "N", "N", "N", "N", "H", "N", "C", "N", "C", "C", "O", "C", "C", "H", "H", "H", "H", "H", "H", "H", "H", "C", "C", "C", "C", "C", "C", "C", "C", "N", "C", "C", "C", "C", "H", "H", "H", "H", "H", "H", "H", "H", "H", "H", "H", "H", "H", "H", "H", "H", "H", "H"],
  "positions_angstrom": [[-2.1676, 0.3421, 0.9547], [-3.7338, 3.3030, 1.6512], [-3.0140, 3.2075, 0.4842], [-2.9109, 4.2014, -0.3757], [-2.1553, 3.6964, -1.3792], [-1.8328, 2.4787, -1.1450], [-2.3566, 2.1293, 0.0533], [-3.8147, 2.3056, 2.5951], [-4.4545, 2.4044, 3.7446], [-4.3173, 1.1778, 4.3006], [-3.6443, 0.3966, 3.5340], [-3.2972, 1.0959, 2.4286], [-4.0413, 4.2206, 1.9189], [-0.6345, -0.9349, 2.7081], [0.4986, -0.9296, 2.4866], [1.8135, -0.9460, 2.2478], [2.4931, 0.3367, 2.4934], [3.9886, 0.1053, 2.4304], [4.3749, -0.4678, 1.1957], [3.7431, -1.7249, 1.0122], [2.2351, -1.5943, 0.9900], [2.2105, 0.6943, 3.4836], [2.1881, 1.0750, 1.7470], [4.2944, -0.5509, 3.2572], [4.5157, 1.0545, 2.5206], [4.0527, -2.4075, 1.8156], [4.0912, -2.1164, 0.0575], [1.7741, -2.5814, 0.9428], [1.9091, -1.0013, 0.1285], [1.8342, -0.6302, -4.4224], [1.4342, -0.0706, -3.0804], [2.1310, 0.9917, -2.5252], [1.7197, 1.5220, -1.3014], [2.4207, 2.7184, -0.7113], [0.6516, 0.9540, -0.6379], [-0.0819, -0.1363, -1.1627], [0.3393, -0.6141, -2.4182], [-1.0999, -0.6468, -0.4089], [-1.8213, -1.8906, -0.7219], [-2.8568, -1.6878, -1.8374], [-2.5688, -2.2957, 0.5669], [-0.8930, -3.0751, -1.0314], [2.6645, -0.0681, -4.8506], [1.0007, -0.5897, -5.1268], [2.1410, -1.6759, -4.3409], [2.9702, 1.4310, -3.0534], [3.1652, 3.1152, -1.4021], [2.9434, 2.4508, 0.2105], [1.7083, 3.5122, -0.4819], [0.3148, 1.3843, 0.3015], [-0.2090, -1.3974, -2.9178], [-3.5787, -0.9285, -1.5300], [-3.3955, -2.6157, -2.0496], [-2.3894, -1.3410, -2.7579], [-3.1928, -1.5007, 0.9775], [-1.8837, -2.6261, 1.3441], [-3.2739, -3.1026, 0.3506], [-0.4524, -3.0515, -2.0235], [-1.4648, -4.0027, -0.9429], [-0.0849, -3.1022, -0.2968]],
  "atomic_forces_ev_per_a": [[0.374, 0.128, 0.297], [0.088, -0.006, 0.131], [-0.045, 0.072, 0.003], [0.103, -0.007, -0.036], [-0.067, 0.010, 0.001], [-0.052, 0.003, -0.023], [-0.109, -0.160, -0.055], [-0.077, 0.025, -0.111], [0.037, -0.022, 0.005], [-0.030, -0.020, -0.040], [0.014, 0.084, 0.065], [-0.026, 0.014, 0.078], [-0.041, 0.005, -0.025], [-0.179, 0.047, -0.015], [0.194, -0.049, -0.158], [-0.194, 0.120, 0.033], [0.041, -0.025, 0.042], [0.012, 0.001, -0.019], [-0.035, -0.018, 0.034], [0.040, 0.027, -0.020], [0.001, -0.025, 0.014], [-0.015, 0.004, -0.010], [0.012, -0.019, -0.032], [0.002, -0.004, -0.003], [0.009, -0.005, -0.013], [-0.010, -0.011, 0.003], [0.010, 0.009, 0.001], [0.011, 0.028, -0.004], [0.064, -0.044, 0.056], [0.000, -0.001, -0.003], [0.041, 0.018, -0.026], [0.014, -0.016, -0.012], [-0.082, 0.011, 0.049], [0.036, -0.066, -0.031], [0.013, 0.051, -0.031], [-0.029, 0.078, 0.012], [-0.024, -0.010, 0.042], [-0.010, -0.209, -0.027], [0.025, 0.129, -0.017], [0.028, 0.009, 0.000], [0.103, -0.377, -0.252], [-0.020, -0.024, 0.029], [0.000, -0.002, 0.001], [-0.003, 0.000, 0.001], [0.000, 0.001, 0.002], [0.005, -0.007, -0.002], [-0.009, 0.009, -0.009], [0.013, 0.046, 0.027], [-0.013, -0.011, 0.020], [0.006, -0.015, -0.035], [-0.020, 0.026, -0.021], [0.001, -0.002, -0.009], [0.006, -0.005, 0.006], [0.037, 0.016, -0.021], [-0.306, 0.246, 0.145], [0.031, 0.009, -0.002], [0.049, -0.027, -0.018], [-0.009, -0.022, 0.016], [0.008, 0.002, 0.002], [-0.022, -0.019, -0.033]],
  "mulliken_charge": [0.67, -0.12, 0.23, -0.52, -0.82, -0.30, 0.11, 0.45, -0.51, -0.63, -0.51, 0.60, 0.23, -0.56, 0.55, -0.15, -0.09, -0.78, -0.39, -0.93, 0.48, 0.55, -0.15, 0.39, 0.39, 0.37, 0.38, 0.30, -0.35, -1.71, 0.13, -1.14, 1.04, -1.80, -0.13, -0.36, -0.37, 0.85, 1.64, -1.65, -2.09, -1.28, 0.38, 0.35, 0.29, 0.24, 0.40, 0.27, 0.33, 0.85, 0.55, 0.29, 0.45, 0.25, 0.58, 0.42, 0.48, 0.40, 0.47, 0.01],
  "homo_energy_ha": -0.15945,
  "charge": -1,
  "homo_lumo_gap_ha": 0.2503,
  "multiplicity": 1,
  "e_tot_ha": -1600.414925,
  "lumo_ev": 2.47
}